Record 1
C36H36N6O2PPtS4Si | wB97M-V/def2-TZVPD

The geometry in XYZ format:
```
87
Properties=species:S:1:pos:R:3
C 1.891 2.728 -0.167
H -3.037 -2.750 3.130
C -4.507 4.259 -0.750
C -3.384 0.622 1.922
C 3.844 -1.119 -1.572
H -1.420 2.803 2.583
H 1.517 -0.056 2.660
C 0.129 1.533 5.306
H -2.801 0.085 2.684
H -2.484 -4.184 -4.296
N -0.007 1.338 2.516
O 4.568 1.742 0.766
H -4.218 5.534 -2.460
C 1.281 5.297 -0.834
C 0.066 -3.644 -2.113
N 2.091 1.423 0.260
Pt -0.112 0.680 0.520
H -3.551 -5.157 2.875
C -3.230 -0.453 -0.858
P 0.417 -2.793 -0.514
C 0.853 0.589 3.218
H 1.879 0.549 6.943
H 3.466 -1.817 -0.828
H -3.646 1.600 2.355
C 4.846 0.690 -3.434
C -3.850 4.680 -1.901
C -2.518 -3.340 2.379
S -0.793 2.602 7.704
C 0.174 1.625 6.817
H -0.702 4.724 -0.197
C -0.717 2.319 4.572
N 4.991 -1.085 -5.087
C 4.001 0.217 -1.236
H -0.663 -5.427 -0.283
C 0.331 4.414 -0.344
C -4.049 3.138 -0.057
N 0.612 3.155 -0.022
C -1.213 -3.580 -2.673
C -0.481 -4.943 -4.523
C -0.922 -3.466 0.565
S 0.127 -0.867 -1.229
H 1.582 -5.541 -4.493
H -0.700 -5.462 -5.453
H -1.395 2.338 -1.999
N 2.868 3.510 -0.694
Si -2.407 0.777 0.302
C -1.196 -4.836 0.452
C -1.560 -2.736 1.561
O 3.412 -0.388 1.214
C -2.725 3.987 -2.342
H 1.653 0.021 5.098
C 4.687 -0.653 -3.786
H 3.357 5.377 -1.396
H -3.321 -1.440 -0.397
C -2.932 2.414 -0.495
C 4.503 1.129 -2.166
C -2.132 -5.441 1.281
C 4.182 -1.549 -2.844
H -4.315 0.066 1.746
H 5.139 -2.072 -5.189
H 2.053 -4.393 -2.317
H -2.647 -0.560 -1.780
C 1.068 -4.347 -2.772
H 4.055 -2.594 -3.112
H -5.382 4.796 -0.396
N 1.034 0.806 7.431
H 5.250 1.388 -4.164
C -2.277 2.872 -1.646
H -2.201 4.318 -3.233
C 0.936 0.668 4.607
C -0.763 2.193 3.190
H -1.351 3.029 5.084
H -2.331 -6.504 1.185
H 4.616 2.168 -1.877
H 1.046 6.321 -1.091
S 2.086 -3.451 0.274
H 5.659 -0.527 -5.583
H -1.298 -1.698 1.686
C -1.486 -4.231 -3.870
S 3.576 0.773 0.376
H -4.589 2.816 0.829
H 1.160 1.013 8.408
C 2.548 4.765 -0.994
H -4.236 -0.092 -1.122
C 0.796 -4.993 -3.981
C -2.809 -4.688 2.236
H -1.989 -3.014 -2.166
```

Lowest unoccupied orbital energy in eV: 1.141
HOMO-LUMO gap in eV: 6.2
2S+1: 1
HOMO energy in eV: -5.0
DFT total energy in Ha: -4215.5874
Total charge: -1

=====

Record 2
C36H36N8O9PSn | wB97M-V/def2-TZVPD

The geometry in XYZ format:
```
91
Properties=species:S:1:pos:R:3
H 5.256 -3.358 0.942
H -1.556 3.970 -5.048
H -3.501 1.024 -2.111
N -1.150 2.871 2.004
C 3.473 -2.673 -2.726
C 4.227 -3.246 0.618
H 2.581 -2.082 2.304
H 3.589 -2.892 -6.107
N 0.322 3.242 -5.627
N 2.593 -1.436 -0.073
C 1.841 1.057 5.805
H 0.517 3.966 -6.305
C 2.056 -0.997 4.603
C 2.870 -0.575 -3.746
H -0.079 -5.197 -1.133
C -3.371 -1.126 1.818
C 3.438 -2.456 -5.127
H 3.937 -4.257 -4.072
C -2.199 2.866 4.147
H 1.669 2.833 4.616
H -3.994 -0.681 2.595
C 1.299 -3.648 -0.486
O -0.237 2.382 -3.151
O -4.993 5.185 4.246
C -1.126 3.042 -5.433
O -0.756 0.458 -4.972
C -0.547 -1.883 -1.710
O -1.218 0.308 -2.361
C 1.962 -0.341 5.807
O -0.031 -2.306 2.269
N 2.136 -0.559 1.002
C -2.445 -2.218 2.327
N 0.569 -1.413 -1.090
C 0.083 -4.125 -1.120
H -1.642 2.778 -6.363
H -4.765 1.149 -3.139
C 3.036 -1.133 -4.996
C -1.287 2.375 3.227
C 1.421 -2.233 -0.542
H -3.111 3.831 6.378
H 1.989 -0.888 6.740
P -1.227 1.618 -4.186
C -0.790 -3.297 -1.718
C 3.639 -3.220 -3.986
C -1.395 -0.948 -2.358
H -3.103 2.929 -3.479
H 2.161 -2.076 4.579
C 2.169 -4.569 0.086
H -2.264 2.398 5.120
C -3.031 1.905 -3.868
C 3.897 -1.965 0.264
H 1.794 1.589 6.749
C -4.072 4.510 4.667
H -0.635 1.550 3.483
C 3.098 -1.328 -2.582
H 3.946 -5.301 0.968
N -1.118 -0.428 1.465
H -4.605 4.661 6.626
C -1.951 3.868 1.644
C -2.409 -0.064 1.287
H 2.517 0.441 -3.633
N -3.942 4.244 5.998
H -4.020 -1.448 1.003
N -3.777 0.933 -3.089
C 3.461 -4.409 0.588
H 1.793 -5.588 0.089
C 2.217 -1.062 2.178
C -1.041 -1.677 2.025
H 2.841 -0.537 -5.879
O 2.866 0.606 -1.221
H -3.434 1.899 -4.886
H 4.599 -1.156 0.394
C 2.875 -0.601 -1.329
C 1.799 1.102 3.357
H -2.528 -2.394 3.400
C 1.776 1.755 4.626
C 2.001 -0.312 3.379
O 1.658 1.786 2.283
H 3.662 -3.289 -1.861
O -2.444 -1.458 -2.997
H -2.573 -3.171 1.816
C -2.903 4.416 2.483
Sn 0.447 1.166 0.344
H -1.824 4.231 0.629
H 0.347 2.930 -3.726
O -2.789 0.981 0.767
H -3.549 5.222 2.163
H -1.668 -3.663 -2.232
C -3.032 3.917 3.775
H 0.716 2.370 -5.969
H -3.012 -0.680 -3.245
```

Lowest unoccupied orbital energy in eV: 2.017
HOMO-LUMO gap in eV: 4.3
2S+1: 1
HOMO energy in eV: -2.3
DFT total energy in Ha: -3064.4378
Total charge: -1

=====

Record 3
C36H37AsN3O2PSm | wB97M-V/def2-TZVPD

The geometry in XYZ format:
```
81
Properties=species:S:1:pos:R:3
H 12.165 5.671 9.037
C 13.563 7.002 10.070
N 17.658 9.979 11.099
H 13.622 6.341 7.292
O 13.827 6.255 12.144
C 13.075 15.604 6.029
H 17.266 8.477 12.596
C 9.651 11.842 11.051
H 15.830 13.569 8.230
C 11.746 13.743 5.483
H 13.928 12.515 14.949
H 14.019 15.787 10.563
H 10.476 16.444 13.033
H 21.363 8.974 11.656
H 14.369 10.008 15.450
H 11.353 6.806 10.191
C 11.410 10.687 9.181
C 19.188 13.873 8.648
H 12.835 7.922 7.134
H 14.019 15.584 7.961
H 10.134 8.998 9.250
As 13.290 12.968 9.386
H 20.022 14.480 8.317
H 11.969 10.346 8.310
H 14.556 5.765 12.572
H 12.473 9.364 14.084
H 8.546 10.011 10.905
P 14.292 10.850 13.222
C 15.059 9.990 14.596
H 17.527 15.106 7.781
C 17.899 14.159 8.274
H 11.603 12.223 6.881
H 11.061 13.217 4.857
H 12.622 17.358 11.933
C 16.877 13.322 8.570
N 14.837 8.676 9.183
H 15.982 10.588 14.853
H 11.935 15.470 4.203
C 11.318 13.761 11.234
C 13.054 15.474 10.972
C 9.375 10.563 10.493
C 12.284 16.339 11.776
H 19.575 7.824 12.994
C 17.041 12.093 9.297
H 20.420 12.494 9.858
C 12.293 14.958 5.092
C 12.834 13.847 7.672
N 14.349 7.067 11.159
C 18.660 10.558 10.390
C 11.132 15.834 12.404
H 15.364 8.992 14.390
H 9.785 14.201 12.670
C 11.997 13.223 6.755
H 13.407 13.017 13.407
C 19.977 10.060 10.546
C 20.371 9.238 11.538
C 18.373 11.815 9.679
C 12.298 6.231 10.056
C 10.309 9.983 9.609
H 14.588 7.754 6.873
H 8.883 12.412 11.649
C 10.858 12.468 10.779
Sm 15.329 10.485 10.357
C 13.333 15.043 7.290
C 17.995 8.977 11.983
C 14.016 7.712 8.875
C 10.630 14.557 12.130
H 11.856 10.993 13.622
H 20.756 10.499 9.911
C 14.268 12.536 13.891
H 13.426 16.601 5.784
C 19.421 12.706 9.418
C 12.561 10.171 13.352
C 11.678 11.948 9.767
H 15.194 13.127 13.788
H 12.352 5.487 10.835
H 12.208 9.788 12.372
C 19.310 8.567 12.183
O 14.828 9.826 8.306
C 13.730 7.406 7.444
C 12.471 14.294 10.603
```

Lowest unoccupied orbital energy (alpha / beta) in eV: -2.995 / -2.936
HOMO-LUMO gap (alpha / beta) in eV: 7.4 / 7.4
2S+1: 6
HOMO energy (alpha / beta) in eV: -10.3 / -10.4
DFT total energy in Ha: -4943.4979
⟨S²⟩: 8.764
Total charge: +1

=====

Record 4
C36H37BKN7OS5 | wB97M-V/def2-TZVPD

The geometry in XYZ format:
```
88
Properties=species:S:1:pos:R:3
H -2.950 -0.128 -1.104
N 0.660 -4.053 3.524
C 3.143 5.423 1.178
C -0.295 -3.125 3.288
H -2.380 -1.903 5.481
S 0.089 4.407 2.479
C 2.893 -2.613 2.387
H 4.890 7.192 4.132
C -4.617 0.846 0.924
S 2.030 -4.471 -0.920
C 1.375 1.783 -3.014
C -4.601 -4.049 0.142
H 6.579 3.309 0.015
H -0.100 -3.036 6.546
H 4.323 6.676 -0.083
H -2.195 -1.467 3.758
H -3.067 -2.683 -0.541
C 5.573 3.105 -0.337
S -3.269 -0.337 1.025
C 1.836 3.952 2.753
C 3.468 5.697 3.536
C 3.348 -1.714 1.494
C -0.292 3.779 0.839
C 3.827 3.413 -1.934
H 1.889 3.657 3.803
H -6.784 -3.388 2.646
C 4.075 6.419 0.940
C -5.298 -2.029 1.917
H 3.110 -2.254 -1.804
K 0.275 0.440 0.416
H 3.454 3.868 -2.848
S -0.894 -2.601 1.794
H -4.308 -4.843 -0.533
N -2.385 -0.244 -0.265
H 2.039 3.078 2.131
H 4.479 -1.390 -1.055
H -7.485 1.547 -0.719
S -1.958 3.834 0.477
H 1.685 0.734 -2.974
H 0.855 -5.401 1.662
C 4.707 7.065 1.997
C 2.827 5.049 2.485
H 1.604 -4.806 5.282
C -5.635 -4.244 1.044
H -3.598 2.165 2.275
H 5.095 1.857 1.342
C -5.430 3.014 1.542
C 3.407 -1.589 -0.997
H 5.774 4.319 -2.117
H -5.787 -0.238 -0.516
C 0.871 -4.129 4.880
C 1.565 2.439 -1.674
N -0.691 -2.647 4.508
O 2.679 1.192 0.706
C -3.909 -2.844 0.122
H 2.873 -2.564 3.462
N 0.750 3.371 0.185
H -1.196 -0.667 4.983
H -5.565 -1.236 2.606
H 3.237 5.407 4.555
C 2.464 -3.460 0.377
C 3.412 1.985 0.019
C -1.673 -1.608 4.703
C 5.130 3.677 -1.529
N 3.083 -2.245 0.247
C -6.513 2.843 0.697
N 2.335 -3.680 1.704
C 0.039 -3.267 5.504
C -4.272 -1.841 1.000
C -5.982 -3.234 1.935
B 1.540 -4.800 2.438
C 4.748 2.290 0.410
H 2.278 -5.520 3.089
H 2.003 2.259 -3.771
H 5.440 7.841 1.805
N 0.499 2.790 -1.053
H 2.889 -0.632 -1.062
H -7.252 3.629 0.599
H -5.296 3.938 2.089
C -4.475 2.012 1.660
H -6.164 -5.188 1.066
C -5.694 0.674 0.061
C 2.962 2.620 -1.189
H 2.661 4.901 0.361
C -6.645 1.674 -0.047
H 3.746 -0.721 1.603
C 4.400 6.701 3.299
H 0.329 1.840 -3.315
```

Lowest unoccupied orbital energy in eV: 3.743
HOMO-LUMO gap in eV: 5.7
2S+1: 1
HOMO energy in eV: -2.0
DFT total energy in Ha: -4468.4381
Total charge: -2

=====

Record 5
C36H37BrF3GeIN3O7SeTi | wB97M-V/def2-TZVPD

The geometry in XYZ format:
```
91
Properties=species:S:1:pos:R:3
C -4.063 -2.296 4.888
O 0.966 -3.058 -1.055
H 1.993 -2.470 2.050
H 3.371 5.696 3.427
H -4.180 1.537 -3.914
C 2.258 3.949 2.884
H 4.107 -1.905 -0.070
C -2.121 -1.821 1.711
H 1.573 -0.272 -5.001
C -1.692 0.851 -2.735
N 0.159 2.328 -4.289
Ti -0.558 -0.232 0.316
H 2.096 3.367 -3.072
N -4.317 -4.250 3.555
C -4.562 -1.266 -0.394
C -5.678 -1.738 0.274
O 0.763 -1.194 1.044
H -3.304 -4.241 1.748
H 1.404 -2.041 -5.117
H 2.033 1.128 4.734
H -0.931 1.729 -5.933
H -6.175 -2.633 -0.085
C 1.020 1.880 2.379
H -5.832 0.563 2.741
O -0.230 1.265 -0.869
H 1.124 -1.279 3.057
H 1.881 2.518 -1.509
C -3.841 -0.141 0.051
O -1.917 -2.429 0.665
C 4.007 -0.845 0.163
C 4.387 4.998 5.799
C -2.970 0.350 -4.871
H 3.490 2.462 6.223
C 1.378 3.052 -2.314
O -4.162 1.162 -4.802
C -3.225 -1.708 3.960
C -1.806 0.947 -4.151
C -0.520 1.421 -2.156
C 3.747 0.136 -2.565
H 3.673 -0.728 1.193
H 3.388 1.024 -3.092
C -3.515 -3.682 2.651
F 5.530 5.381 5.181
H 0.929 3.944 -1.865
O -1.686 -0.633 1.923
H -0.702 -3.132 -2.145
C -5.478 0.036 1.864
C 1.046 -1.934 2.178
C 0.271 1.265 1.639
H 1.914 4.351 1.941
O -0.453 -1.307 -1.352
C 0.305 2.214 -2.956
C 3.512 4.166 4.925
Se 2.652 -0.009 -0.946
H 0.947 -1.181 -3.633
Br -4.521 -1.383 6.490
C -2.712 0.300 -1.935
I -3.434 2.243 1.884
H 3.592 -3.910 -3.608
H 5.770 -1.316 -4.889
C 1.860 2.648 3.238
C -4.355 0.502 1.195
H 4.787 0.304 -2.279
H -3.196 -0.647 -4.479
H -2.742 0.254 -5.933
H -5.242 -4.023 5.384
H -2.798 -0.722 4.094
H 4.609 -0.324 -5.789
C 3.070 4.695 3.714
H 0.271 -2.683 2.377
H 4.578 -2.088 -5.945
F 3.789 6.151 6.189
C -0.857 1.662 -4.849
N -2.688 0.303 -0.571
H -4.173 -1.807 -1.247
C -4.587 -3.556 4.656
H 3.096 -3.229 -2.049
H 4.957 -0.330 0.030
H 4.813 -3.191 -2.538
C -2.951 -2.426 2.811
F 4.762 4.365 6.929
C -0.036 -2.529 -1.498
C 2.324 2.132 4.455
H -3.621 -0.035 -2.425
C 3.782 -3.110 -2.889
H -7.013 -1.465 1.946
C 3.139 2.880 5.289
C 1.665 -1.213 -4.455
Ge 3.467 -1.387 -3.739
C 4.738 -1.263 -5.247
C -6.148 -1.093 1.411
```

Lowest unoccupied orbital energy (alpha / beta) in eV: 3.565 / 3.565
HOMO-LUMO gap (alpha / beta) in eV: 3.9 / 6.1
2S+1: 2
HOMO energy (alpha / beta) in eV: -0.4 / -2.6
DFT total energy in Ha: -10584.2805
⟨S²⟩: 0.775
Total charge: -2

=====

One value per record, in order, for energy above the lowest of the compared OMol25 structures with the same formula, charge and spin: 0.00 206.41 196.68 97.84 265.45 kJ/mol.
One value per record, in order, for max |F|: 1.358 1.381 3.598 0.410 1.757 eV/A.